No. 1
Molecular formula: C66H137N7O18
Method: DFT, the ωB97M-V functional and the def2-TZVPD basis

```
228
Properties=species:S:1:pos:R:3:forces:R:3:mulliken_spin:R:1
O 3.3127 -3.8221 -0.6293 1.197 0.187 1.252 0.03
O -7.4901 1.5214 -4.7053 0.147 -0.840 -0.139 0.00
O 1.2255 1.9659 -0.9101 0.222 -1.303 0.519 0.00
O -4.3703 -1.6101 -0.0362 0.681 1.599 1.589 0.00
O -0.4172 -3.2104 2.4550 -0.023 -2.369 -0.074 0.00
O 1.1324 4.6067 2.6214 -0.916 0.632 1.309 0.00
O -0.3099 -4.4467 4.2877 -0.477 -2.001 -0.075 0.00
O 2.1472 5.7099 1.0302 -0.153 1.012 -0.039 0.00
O 2.0078 -2.7017 5.6187 2.514 0.377 0.144 0.00
O 6.8679 3.4384 -3.6043 -1.223 0.508 0.621 0.00
O 0.5024 -5.3175 2.4086 -0.684 1.231 -1.860 0.00
O 3.6916 -6.4877 6.3243 -2.501 -1.154 0.617 0.00
O -3.7448 2.4877 5.0756 0.051 -1.157 0.941 0.00
O -0.0806 0.5186 0.1268 -3.204 -0.527 0.248 0.00
O 1.4066 6.8995 2.8253 -0.460 -3.879 -1.888 0.00
O -4.6775 5.3590 0.8251 0.045 0.491 0.111 0.00
O -3.7320 -1.8891 -4.6475 0.502 -0.523 -0.562 0.00
O 2.0060 0.4323 0.5867 1.816 0.466 -0.195 0.00
N -5.2064 -0.4669 -2.5035 -0.263 -0.760 0.742 0.00
N 4.5353 -3.9252 -0.0019 0.762 -1.383 -1.754 0.81
N 5.5139 3.7891 -4.0315 0.372 -2.202 -1.297 0.00
N -3.4677 1.1055 4.9730 1.218 -1.888 -0.686 0.00
N -4.0225 4.7815 -0.2740 -1.034 -1.038 -0.272 0.00
N -2.8287 -0.8508 -4.9228 0.640 1.144 0.210 0.00
N 4.4342 -4.1812 5.2352 -0.703 1.735 -0.416 0.00
C -2.9227 -0.3912 -6.3429 -0.002 -1.260 0.968 0.00
C 1.0478 1.0258 -0.1688 2.144 2.237 -0.413 0.00
C -4.3805 5.3770 -1.5723 -0.993 -1.006 -1.437 0.00
C -2.4127 4.0539 -2.5036 0.046 -0.077 0.676 0.00
C -6.1016 -1.2214 -1.5873 -0.150 -0.855 -0.260 0.00
C -0.5682 0.7298 -5.9256 -1.738 -0.354 -1.044 0.00
C 0.9658 -1.7802 5.6467 -1.579 -0.709 -0.517 0.00
C 3.7685 5.4024 -4.4804 -0.197 -0.939 -1.813 0.00
C 1.4769 5.8186 2.2137 1.656 4.061 1.180 0.00
C 1.4941 -0.7208 1.2687 -0.095 0.983 -0.607 0.01
C 4.7561 -1.5305 0.3095 -0.882 1.355 -0.492 0.01
C 4.6087 2.6950 -3.6267 -1.624 0.317 0.783 0.00
C 5.5078 -2.7591 -0.0774 0.104 -1.272 0.072 -0.03
C -3.0333 0.8748 7.5169 -0.374 -0.004 -0.422 0.00
C 4.3982 2.5401 -2.0957 0.449 0.446 0.459 0.00
C -0.1897 -4.2987 2.9658 1.287 3.251 0.186 0.00
C 2.3950 4.3479 0.7171 -0.473 0.709 -0.941 0.00
C 3.9774 -3.1752 4.2844 0.194 -0.410 0.970 0.01
C -3.2942 -2.3070 0.5872 -0.860 -1.659 -1.317 0.00
C -5.3384 -2.2881 -0.7977 1.332 0.490 -0.551 0.00
C 3.1404 -2.1285 4.9754 0.147 -0.245 -0.704 0.00
C -3.5822 -1.8169 5.5909 -1.505 0.667 -0.627 0.00
C -2.3528 -1.0543 5.9129 0.529 1.449 0.279 0.00
C -5.7454 0.6945 -3.2177 -0.509 -0.656 0.039 0.00
C -4.7254 0.8285 3.0045 -1.237 0.082 -0.903 0.00
C -7.0002 0.3039 -4.0591 0.225 2.179 0.522 0.00
C 5.1747 5.6456 -2.4519 1.010 0.145 0.486 0.00
C -2.5169 -1.4801 -7.3420 1.103 -0.399 0.038 0.00
C 5.1830 5.1976 -3.9268 -0.845 0.459 1.835 0.00
C 0.1368 -5.7944 4.6060 0.916 0.146 0.681 0.00
C -1.5554 -0.9815 -4.1772 -0.323 3.598 1.318 0.00
C -4.5938 0.3535 4.4270 -0.528 -1.080 0.447 0.00
C -4.3633 -0.0371 -6.6462 -0.246 0.860 -1.249 0.00
C 6.1294 -2.6551 -1.5281 -0.921 -0.074 0.201 0.08
C -2.7104 4.2589 0.0698 1.197 -1.326 -0.142 0.00
C -2.0309 0.8034 -6.5596 1.724 1.105 0.093 0.00
C -8.3770 2.3347 -3.9662 -0.396 -0.262 0.757 0.00
C 3.9499 -6.3053 0.5369 -0.881 0.554 -0.227 0.02
C -1.8332 -0.7572 -2.6369 -0.503 -1.404 -0.549 0.00
C -5.9177 0.4691 5.2739 0.146 0.519 0.468 0.00
C 3.2951 -7.7251 7.0002 1.186 0.634 -0.422 0.00
C 6.2166 5.9577 -4.7410 0.120 -0.281 -0.262 0.00
C -2.7371 3.1880 1.2651 -1.301 0.937 -0.698 0.00
C -3.8764 4.3975 -2.6562 1.361 1.305 -0.889 0.00
C 5.5530 -5.8564 -1.3095 -0.152 0.792 -1.323 0.07
C -2.6053 0.5577 6.0519 1.183 -1.062 -0.346 0.00
C -0.8457 -2.2829 -4.3308 -0.477 -1.039 -1.346 0.00
C -1.7204 5.3666 0.3938 0.182 1.060 -0.477 0.00
C 0.0241 -0.3984 1.1844 -0.620 -2.478 0.475 0.00
C -5.9639 5.4271 -1.8475 1.071 -0.249 2.216 0.00
C 0.8301 -6.2872 3.3306 -0.645 -1.073 1.815 0.00
C 5.0268 -5.3621 0.0155 0.099 -0.559 2.023 -0.03
C 4.9425 1.3530 -4.2839 0.628 0.721 0.438 0.00
C -1.1805 1.1573 5.7930 -1.109 -0.200 0.663 0.00
C 1.4076 3.6867 1.6189 0.550 -2.289 0.129 0.00
C -3.8549 6.7948 -1.8454 0.737 -0.229 0.605 0.00
C 6.6414 -3.0333 0.8757 1.338 -0.396 0.929 0.03
C -0.6958 0.3303 -4.4995 0.259 -1.329 0.671 0.00
C -2.2554 3.4065 -1.1670 1.081 -0.185 0.926 0.00
C 6.1399 -5.4711 1.0306 1.728 1.532 0.857 0.07
C -4.2439 -1.1515 4.3741 -0.144 -1.327 -0.235 0.00
C 2.6604 4.4320 -4.0502 1.296 -0.288 0.287 0.00
C 7.3052 -4.4430 0.8045 -1.323 -0.199 -0.054 -0.02
C 3.1548 2.9769 -4.0895 -0.621 0.204 -0.657 0.00
C 4.9040 -5.3832 4.6640 0.591 -0.771 1.136 0.00
C 4.9634 -6.3629 5.8144 1.877 -1.202 0.168 0.00
H -3.6361 2.6154 1.0373 0.219 -0.572 0.015 0.00
H -3.8383 4.9871 -3.5722 -1.015 -0.179 -0.442 0.00
H 5.7472 -5.2069 2.0125 -0.197 -0.307 0.093 -0.04
H 4.8480 -5.6998 -2.1260 -0.159 -0.011 -0.079 0.00
H -5.7004 0.4233 6.3410 0.355 0.012 0.122 0.00
H -3.4743 -2.8591 5.2905 0.502 -0.104 0.385 0.00
H -2.0763 5.9431 1.2476 0.203 -0.157 0.218 0.00
H 0.2827 0.1327 -4.0619 0.322 -0.129 -0.012 0.00
H 3.4508 4.1304 0.8787 -0.063 -0.151 0.187 0.00
H -1.0165 1.2135 -3.9471 -0.673 -0.246 0.196 0.00
H 1.8286 -0.7344 2.3060 0.305 -0.132 -0.239 0.00
H 3.7369 -1.4758 5.6129 0.027 -0.284 0.558 0.00
H 2.2125 -7.7945 7.1069 0.100 0.403 -0.292 0.00
H -4.0761 0.6780 7.7658 -0.319 0.150 -0.531 0.00
H 7.8117 -4.6717 -0.1331 -0.065 0.397 -0.179 0.00
H -5.0237 -0.8976 -6.7537 0.128 0.037 0.151 0.00
H 3.8255 5.1216 -5.5321 0.397 0.180 -0.496 0.00
H -6.7807 -1.8944 -2.1107 -0.404 0.528 -0.637 0.00
H 1.1893 -0.7191 5.7571 0.529 -0.099 0.069 0.00
H -6.4619 1.4067 5.1607 0.214 0.211 -0.341 0.00
H -2.4635 -1.5674 -2.2703 -0.302 -0.125 -0.114 0.00
H 5.3363 6.7149 -2.3160 -0.073 0.099 -0.223 0.00
H 6.1900 5.5642 -5.7572 -0.231 0.260 -0.228 0.00
H 5.8689 -5.2493 4.1750 0.163 -0.054 0.125 0.00
H 2.3395 4.5633 -3.0168 -0.452 0.576 -0.132 0.00
H -0.7647 -2.5036 -5.3951 0.338 -0.051 -0.076 0.00
H -1.7673 4.9314 -2.5431 -0.139 0.299 -0.081 0.00
H -2.3549 0.1631 -2.3743 0.365 0.182 -0.270 0.00
H -4.3086 -1.7844 6.4029 0.079 -0.085 0.334 0.00
H -2.8351 1.9306 7.7014 0.059 -0.037 0.363 0.00
H -0.6689 5.0989 0.4987 -0.156 -0.591 0.502 0.00
H 7.3797 -2.2414 0.7492 0.122 -0.016 -0.514 0.00
H 1.9102 2.8362 2.0795 -0.424 -0.290 0.149 0.00
H 6.0494 7.0347 -4.7292 -0.019 -0.083 -0.030 0.00
H -2.5577 0.2358 8.2609 0.689 0.258 -0.203 0.00
H -6.4925 4.4738 -1.8509 0.553 -0.462 -0.396 0.00
H -4.5151 -0.0894 -1.8714 0.541 -0.174 -0.054 0.00
H -7.7956 -0.1087 -3.4384 -0.011 0.030 0.266 0.00
H -4.4690 3.4887 -2.7609 -0.180 0.196 0.112 0.00
H -0.8570 0.9132 4.7811 -0.021 -0.047 0.060 0.00
H 0.8562 -5.7135 5.4209 -0.264 0.059 0.143 0.00
H -6.2327 5.9907 -2.7409 0.186 0.138 0.313 0.00
H -6.6759 -0.3081 5.1781 0.293 -0.240 -0.703 0.00
H -6.3171 5.8357 -0.9007 -0.586 0.901 -0.403 0.00
H -1.4822 -1.7614 -7.1461 0.059 -0.315 0.357 0.00
H 1.8083 -1.5762 0.6707 -0.157 -0.330 0.396 0.00
H 1.8664 4.5171 -4.7921 -0.377 0.210 0.530 0.00
H 4.1589 -1.4405 1.2169 0.673 -0.994 0.670 -0.01
H 3.3618 -3.7183 3.5673 -0.280 0.330 -0.828 0.00
H 4.2384 -5.9184 3.9868 -0.519 0.317 -0.798 0.00
H 1.9030 -6.4184 3.4715 0.043 0.197 -0.316 0.00
H -1.8543 2.5525 1.3353 0.073 -0.018 -0.633 0.00
H -2.7671 6.7877 -1.9137 0.044 -0.101 -0.381 0.00
H 6.7519 -3.4759 -1.8843 -0.285 -0.132 0.491 0.00
H 5.3011 2.5733 -1.4860 0.284 -0.028 -0.168 0.00
H 0.0136 0.0195 -6.5130 0.150 -0.057 0.007 0.00
H -0.5346 0.6967 6.5405 0.357 0.237 -0.043 0.00
H 5.3948 -7.2800 5.4133 -0.401 -0.698 -0.159 0.00
H -5.1225 -1.7572 4.1520 -0.783 0.494 0.353 0.00
H -5.0460 1.8687 2.9474 0.567 0.190 0.096 0.00
H 7.2311 5.7356 -4.4098 -0.068 0.265 0.393 0.00
H -1.5571 -1.2711 5.2002 -0.315 0.408 -0.681 0.00
H -4.2697 0.4451 -7.6193 -0.286 -0.330 -0.588 0.00
H -4.2019 2.4023 5.9154 -0.614 1.441 0.436 0.00
H 5.4897 -0.7257 0.3563 -0.290 0.263 -0.345 0.00
H -6.6992 -0.5832 -0.9364 0.007 0.169 0.205 0.00
H -1.2005 2.2409 5.9097 0.124 -0.023 0.041 0.00
H 2.9643 2.4412 -5.0195 0.266 0.682 -0.713 0.00
H 5.6491 -6.1456 6.6334 0.240 0.795 -0.053 0.00
H 3.8243 1.6636 -1.7947 0.092 -0.303 -0.421 0.00
H 4.3088 5.3827 -1.8442 -0.224 -0.085 -0.435 0.00
H 0.3411 -7.2386 3.1210 0.437 -0.067 -0.687 0.00
H -5.9580 -2.9731 -0.2189 -0.379 0.312 0.337 0.00
H -1.8969 0.9301 -7.6339 -0.104 -0.016 -0.130 0.00
H 4.0221 0.7694 -4.2652 0.275 -0.365 0.168 0.00
H 8.0891 -4.5451 1.5550 -0.269 0.066 0.206 0.00
H -0.0708 1.6992 -5.9547 -0.080 0.053 -0.372 0.00
H 4.7745 -2.6028 3.8101 0.358 -0.358 -0.246 0.00
H 3.7322 -7.7949 7.9963 0.079 0.258 0.100 0.00
H -2.3899 -1.1307 -8.3667 -0.824 0.217 -0.125 0.00
H -3.1343 -2.3768 -7.2885 -0.046 0.130 -0.038 0.00
H -2.8273 -1.9506 1.5054 -0.686 0.961 -0.112 0.00
H -0.3498 -0.0760 2.1562 -0.285 0.651 -0.337 0.00
H 5.2994 -2.5294 -2.2234 0.222 0.350 -0.333 0.00
H -2.5257 1.7225 -6.2457 -0.038 0.020 0.413 0.00
H 2.4205 2.4700 -3.4633 0.441 -0.417 0.514 0.00
H -0.6442 -6.5148 4.8491 -0.450 0.731 0.257 0.00
H -1.1995 3.1692 -1.0369 0.219 -0.027 0.311 0.00
H -3.8292 0.6130 2.4226 0.173 0.392 0.251 0.00
H -2.8951 3.5193 2.2914 -0.001 0.790 -0.140 0.00
H -2.7421 2.4312 -1.1675 -0.406 -0.022 0.168 0.00
H -4.9165 1.0909 -3.8041 -0.160 -0.320 -0.670 0.00
H -1.5630 -3.0276 -3.9857 0.272 -0.317 0.308 0.00
H 6.4656 -5.3227 -1.5750 -0.049 -0.461 -0.018 0.00
H -4.2621 7.1921 -2.7752 -0.057 0.117 0.191 0.00
H -4.3864 -1.4297 -4.1161 -0.486 0.046 0.791 0.00
H -3.6875 -3.2959 0.8228 0.240 -0.387 0.236 0.00
H -5.4139 4.7549 0.9450 -0.152 0.043 0.344 0.00
H 3.9412 -1.3376 -0.3883 0.496 0.483 -0.657 0.00
H 3.1376 -6.3368 -0.1892 -0.045 -0.568 0.129 0.00
H 3.5277 -5.9837 1.4890 0.050 0.301 -0.001 0.00
H -1.8509 -1.3838 6.8226 -0.381 0.178 0.484 0.00
H -7.9907 2.6769 -3.0061 0.677 0.306 -0.048 0.00
H 0.5054 -1.9996 4.6834 -0.856 0.910 -0.096 0.00
H -2.0285 3.4003 -3.2867 -0.239 -0.159 -0.142 0.00
H 3.5528 -4.3975 5.6784 0.064 -0.308 0.840 0.00
H -3.7038 -1.5145 3.4997 0.863 1.029 -0.258 0.00
H -1.6386 6.0944 -0.4134 -0.330 0.012 -0.200 0.00
H -4.8241 -2.9155 -1.5256 0.126 -0.198 -0.339 0.00
H 5.7296 -6.9314 -1.2734 0.047 0.124 0.295 0.00
H 6.3210 -2.7983 1.8907 -0.294 -0.551 0.242 -0.01
H 2.1239 4.1552 -0.3209 0.258 0.126 -0.001 0.00
H 3.6726 -8.5834 6.4444 -0.110 -0.066 -0.219 0.00
H -6.7752 -0.4556 -4.8078 0.166 0.330 -0.231 0.00
H 5.2323 1.5060 -5.3235 0.062 -0.026 0.011 0.00
H 6.4937 -6.5012 1.0735 -0.011 0.068 -0.120 0.00
H 3.4504 6.4433 -4.5410 0.173 0.101 0.664 0.00
H 2.9158 -1.4900 4.1210 -1.012 0.392 -0.025 0.00
H 6.0254 5.1469 -1.9874 0.140 0.102 0.228 0.00
H 5.7611 0.9094 -3.7172 -0.007 -0.447 -0.229 0.00
H -2.5079 -2.4499 -0.1540 0.268 -0.032 -0.052 0.00
H -4.0104 7.4580 -0.9944 -0.587 0.076 -0.088 0.00
H 7.4081 3.4429 -4.3979 -0.238 0.033 -0.322 0.00
H 0.2786 -2.0846 6.4362 0.026 0.106 -0.027 0.00
H -4.8687 0.7812 -6.1334 0.312 -0.272 0.950 0.00
H -0.4971 -1.3120 0.8982 -0.361 0.268 0.134 0.00
H -8.7166 3.1917 -4.5478 0.508 -0.097 -0.236 0.00
H -5.9071 1.5279 -2.5341 -0.891 0.087 0.257 0.00
H 0.4906 3.3700 1.1220 0.007 0.119 -0.028 0.00
H 3.5836 -3.7446 -1.5471 -0.369 0.353 -1.049 0.03
H 3.7659 3.3630 -1.7624 0.158 0.052 0.083 0.00
H 6.8035 -1.7986 -1.5341 -0.443 0.290 0.051 0.01
H 0.1404 -2.4241 -3.8883 -0.154 0.356 0.327 0.00
H 4.4182 -7.2668 0.7472 -0.191 -0.049 -0.452 0.00
H -9.2951 1.8492 -3.6352 -0.238 -0.702 -0.403 0.00
H -0.9177 -0.9009 -2.0630 0.270 0.470 -0.091 0.00
H -5.5186 0.3260 2.4509 -0.241 -0.470 0.216 0.00
```
Positions in Å, forces in eV/Å.

E_HOMO (alpha / beta) = -9.2 / -9.2 eV
multiplicity = 2
LUMO level (alpha / beta) = -2.73 / -6.92 eV
charge = +1
largest force on an atom = 4.54 eV/Å

---

No. 2
Molecular formula: C3H8O3S
Method: DFT, the ωB97M-V functional and the def2-TZVPD basis

```
15
Properties=species:S:1:pos:R:3:forces:R:3:mulliken_spin:R:1
S 0.2025 1.3530 -0.3494 -0.040 -0.126 0.102 0.92
O -1.4055 -1.2184 -3.4326 -0.310 0.269 -0.119 0.02
O 2.2616 2.6182 4.8374 -0.520 0.003 -0.102 0.00
O -0.1282 -2.3718 -1.9873 -0.226 0.110 0.042 0.00
C -0.2783 -0.3487 -0.1359 0.456 -0.682 0.284 -0.05
C -1.0307 -1.4192 -2.3243 0.632 -0.780 0.208 0.01
C -1.4653 -0.6783 -1.0779 -0.052 0.947 -0.008 0.06
H -2.2626 -1.1914 -0.5456 0.224 -0.394 0.070 0.00
H 0.6139 -0.9732 -0.2125 -0.215 -0.020 -0.523 -0.01
H 1.4797 3.1971 4.8593 0.640 -0.177 -0.030 0.00
H 1.4964 1.1581 -0.6890 0.025 0.070 0.056 -0.01
H -1.9231 0.2610 -1.3831 -0.171 -0.026 -0.299 -0.02
H -0.5654 -0.5262 0.9010 -0.318 0.548 0.298 0.06
H 0.0719 -2.9156 -2.7652 0.003 0.068 -0.088 0.00
H 2.9331 3.0554 4.3050 -0.128 0.190 0.109 0.00
```
Positions in Å, forces in eV/Å.

E_HOMO (alpha / beta) = -14.0 / -14.0 eV
multiplicity = 2
LUMO level (alpha / beta) = -4.34 / -9.47 eV
charge = +1
largest force on an atom = 1.03 eV/Å
ΔE to the lowest compared entry with this formula, charge and spin = 6.00 kcal per mole